Molecular formula: C18H66N2O15
Method: DFT, the ωB97M-V functional and the def2-TZVPD basis

XYZ file:
```
101
Properties=species:S:1:pos:R:3:mulliken_charge:R:1
C -1.063 -3.967 -1.210 -1.326
C 0.081 -3.402 -2.056 0.176
O 0.819 -4.501 -2.555 -0.646
H -1.869 -3.239 -1.013 0.049
H -0.806 -4.475 -0.236 0.210
H -1.544 -4.763 -1.701 0.578
H 0.782 -2.687 -1.596 -0.120
H -0.375 -2.915 -2.945 0.803
H 1.594 -4.173 -3.015 0.367
C 0.597 -0.739 0.434 -0.980
C -0.553 0.152 0.032 2.988
O -1.095 -0.258 -1.137 1.220
H 0.323 -1.744 0.678 0.082
H 1.087 -0.392 1.292 0.508
H 1.323 -0.746 -0.389 -0.144
H -0.063 1.080 -0.058 -1.337
H -1.224 0.131 0.874 -1.322
H -0.385 -0.328 -1.752 -0.704
C 3.702 0.094 2.870 -0.277
C 4.700 0.787 2.038 -0.166
O 5.684 -0.156 1.822 -0.613
H 3.377 -0.882 2.444 -0.025
H 2.786 0.652 3.059 -0.195
H 4.029 -0.052 3.851 0.492
H 5.145 1.699 2.534 0.396
H 4.275 1.236 1.121 -0.017
H 6.352 0.144 1.174 0.346
C -2.350 -0.726 -4.049 0.316
O -1.788 0.524 -4.090 -0.608
N -2.539 -1.394 -2.998 -0.010
N -2.755 -1.362 -5.141 -0.495
H -2.109 -0.977 -2.177 0.040
H -3.259 -2.093 -2.831 0.303
H -2.430 -0.909 -6.014 0.285
H -3.024 -2.419 -5.129 0.218
C -2.292 3.690 1.905 -0.771
O -1.295 3.246 1.059 -0.389
H -2.156 4.781 1.898 0.299
H -2.229 3.411 2.997 0.192
H -3.276 3.407 1.607 0.308
H -1.594 3.402 0.113 0.230
C -2.280 -2.326 1.580 0.369
O -3.623 -2.447 1.640 -0.561
H -1.951 -1.601 2.300 0.354
H -2.000 -1.941 0.623 -1.090
H -1.757 -3.224 1.765 0.549
H -3.828 -2.854 2.492 0.343
C 1.764 3.176 -2.301 -0.008
O 2.619 2.923 -3.369 -0.619
H 2.273 3.872 -1.598 0.335
H 1.635 2.269 -1.696 -0.478
H 0.773 3.508 -2.677 0.350
H 2.133 3.109 -4.173 0.379
C 2.332 -3.860 0.859 0.215
O 2.329 -4.616 1.999 -0.559
H 2.371 -2.811 1.000 -0.282
H 1.463 -3.962 0.261 -0.064
H 3.226 -3.959 0.288 0.410
H 2.544 -5.537 1.860 0.326
C 2.122 3.361 1.109 -0.719
O 1.159 2.618 1.836 -0.302
H 1.674 4.191 0.584 0.344
H 2.767 2.807 0.426 0.044
H 2.801 3.805 1.834 0.428
H 0.313 2.787 1.400 0.192
C 4.065 -0.331 -1.250 -0.232
O 4.067 -1.387 -0.215 -0.492
H 5.075 -0.032 -1.455 0.485
H 3.432 0.500 -0.907 -0.102
H 3.582 -0.727 -2.181 -0.016
H 4.594 -1.071 0.518 0.378
C -0.099 0.344 4.032 -0.463
O -0.363 1.672 3.853 -0.528
H -0.254 -0.164 3.102 -0.150
H -0.795 -0.076 4.752 0.351
H 0.950 0.175 4.255 0.366
H 0.348 2.010 3.263 0.582
C -1.600 2.867 -2.146 0.182
O -2.331 3.930 -1.521 -0.650
H -2.173 1.922 -2.095 0.103
H -0.758 2.692 -1.521 -0.704
H -1.466 3.063 -3.171 0.576
H -1.790 4.765 -1.568 0.295
C -3.496 0.244 4.153 -0.230
O -4.656 -0.363 3.713 -0.634
H -3.620 1.325 4.180 0.260
H -2.693 0.206 3.367 -0.379
H -3.127 -0.263 5.066 0.370
H -4.730 -0.095 2.820 0.486
C 1.270 -0.807 -3.934 -1.065
O 0.979 0.231 -3.080 0.154
H 2.157 -0.478 -4.429 0.467
H 0.519 -0.858 -4.708 0.305
H 1.421 -1.841 -3.529 0.079
H 0.870 0.965 -3.652 0.016
C -3.948 0.858 0.702 0.070
O -4.866 -0.027 1.230 -0.679
H -4.569 1.736 0.658 0.475
H -3.785 0.511 -0.326 0.213
H -3.069 0.990 1.270 -0.464
H -4.583 -0.913 1.000 0.360
```

The LUMO energy comes out at 0.0093 Ha. As for the net charge: 0. The total energy is -1963.20210 Eh. The calculation puts the HOMO-LUMO gap at 0.3445 hartree. Its energy relative to the best compared isomer or geometry (same formula, charge and spin) is 1.143 eV.

---

Molecular formula: C18H6BrCl3FeN4S7
Method: DFT, the ωB97M-V functional and the def2-TZVPD basis

XYZ file:
```
40
Properties=species:S:1:pos:R:3:mulliken_charge:R:1
Fe 0.546 0.102 0.924 0.086
S 7.752 1.036 2.845 -0.325
C 6.143 0.939 2.473 0.125
S 4.896 0.847 3.648 -0.111
C 3.516 0.623 2.588 0.128
C 3.844 0.590 1.213 0.070
S 2.768 0.408 -0.050 -0.216
S 5.552 0.765 0.869 -0.086
S 1.986 0.477 3.218 -0.293
S 0.094 2.332 0.975 -0.263
C -1.608 2.432 0.650 0.188
C -2.223 3.675 0.500 -0.872
C -3.589 3.795 0.281 0.522
C -4.161 5.096 0.134 -0.043
N -4.609 6.151 0.028 -0.606
C -4.376 2.634 0.202 0.516
C -3.770 1.392 0.339 -0.988
C -2.398 1.264 0.551 0.700
S -1.672 -0.309 0.678 -0.383
C -5.786 2.701 -0.017 -0.038
N -6.921 2.749 -0.201 -0.608
H -1.615 4.569 0.553 0.465
H -4.377 0.499 0.273 0.455
Br -0.310 1.307 -2.668 -0.102
C 0.069 -0.554 -2.772 0.131
C -0.215 -1.226 -3.952 -0.602
C 0.042 -2.586 -3.986 -0.261
C 0.575 -3.203 -2.861 -0.600
C 0.828 -2.419 -1.750 0.169
N 0.570 -1.110 -1.699 0.261
H -0.626 -0.698 -4.800 0.395
H -0.176 -3.153 -4.882 0.352
H 0.802 -4.258 -2.801 0.366
H 1.256 -2.886 -0.873 -0.090
Cl 1.836 -5.326 -0.288 -0.648
C 1.186 -4.228 2.109 0.118
Cl -0.183 -5.166 2.505 -0.154
Cl 2.651 -4.535 2.925 -0.144
C 0.956 -2.912 1.708 0.349
N 0.749 -1.814 1.415 0.038
```

The LUMO energy (spin up / spin down) comes out at 0.1418 / 0.1029 Ha. As for the net charge: -2. The total energy is -8914.31698 Eh. The calculation puts the HOMO-LUMO gap (spin up / spin down) at 0.2365 / 0.2105 hartree. Its expectation value of S² is 6.077. Its energy relative to the best compared isomer or geometry (same formula, charge and spin) is 0.681 eV. Its spin multiplicity is 5.

---

Molecular formula: C18H80N2O24
Method: DFT, the ωB97M-V functional and the def2-TZVPD basis

XYZ file:
```
124
Properties=species:S:1:pos:R:3:mulliken_charge:R:1
C -2.025 -0.654 1.271 -1.674
C -2.056 -0.546 -0.270 1.684
C -3.368 -1.226 -0.583 -1.373
C -3.830 -0.940 -2.022 -0.616
C -4.022 0.571 -2.297 -1.372
C -2.690 1.330 -1.994 1.666
N -2.167 0.941 -0.643 0.595
O -1.192 1.772 -0.057 -0.861
C -3.076 2.822 -1.963 -1.703
C -1.680 1.010 -3.084 -1.891
C -0.924 -1.316 -0.975 -1.737
H -2.819 -0.098 1.770 0.246
H -1.088 -0.312 1.711 0.323
H -1.982 -1.733 1.417 0.425
H -4.175 -0.784 0.001 0.359
H -3.514 -2.270 -0.304 0.491
H -4.844 -1.282 -2.228 0.413
H -3.166 -1.417 -2.743 0.259
H -4.891 1.003 -1.801 0.463
H -4.165 0.663 -3.374 0.318
H -3.497 3.191 -2.897 0.468
H -2.217 3.493 -1.967 0.208
H -3.821 3.125 -1.227 0.290
H -1.965 0.186 -3.737 0.317
H -0.674 0.826 -2.707 0.356
H -1.470 1.809 -3.794 0.420
H -0.857 -2.382 -0.756 0.308
H -0.044 -0.769 -0.638 0.371
H -0.834 -1.230 -2.058 0.293
C 8.623 2.586 6.406 -1.741
C 8.640 1.266 5.535 1.418
C 9.066 0.091 6.513 -1.097
C 8.682 -1.285 5.931 -0.761
C 7.192 -1.343 5.719 -1.203
C 6.757 -0.339 4.603 1.311
N 7.233 1.019 4.969 0.312
O 6.683 2.078 4.119 -0.878
C 5.181 -0.587 4.628 -1.713
C 7.213 -0.722 3.176 -1.500
C 9.795 1.374 4.483 -1.829
H 7.782 2.537 7.097 0.449
H 8.623 3.499 5.810 0.323
H 9.530 2.707 6.998 0.374
H 8.633 0.301 7.491 0.381
H 10.153 0.078 6.590 0.411
H 8.988 -2.085 6.605 0.357
H 9.207 -1.478 4.995 0.306
H 6.664 -1.346 6.673 0.330
H 6.990 -2.326 5.296 0.514
H 4.586 -0.070 5.380 0.374
H 4.946 -1.649 4.705 0.360
H 4.712 -0.243 3.706 0.381
H 7.041 -1.790 3.041 0.321
H 8.289 -0.597 3.055 0.266
H 6.708 -0.173 2.382 0.372
H 9.535 2.170 3.786 0.344
H 9.939 0.451 3.922 0.380
H 10.789 1.531 4.903 0.439
O -8.545 -4.194 0.779 -0.626
H -8.463 -5.147 0.743 0.311
H -8.425 -3.908 -0.126 0.310
O 0.521 -0.368 -9.050 -0.627
H -0.408 -0.166 -8.947 0.311
H 0.590 -0.741 -9.929 0.315
O -7.757 -6.056 -4.308 -0.629
H -7.786 -5.115 -4.479 0.318
H -8.671 -6.302 -4.163 0.309
O 3.229 1.918 -0.503 -0.630
H 3.424 1.041 -0.834 0.278
H 2.291 1.901 -0.314 0.336
O 4.967 -1.284 -2.255 -0.605
H 5.741 -1.771 -1.973 0.297
H 4.365 -1.955 -2.578 0.310
O -7.817 2.048 -6.328 -0.632
H -6.876 1.912 -6.436 0.316
H -8.183 1.901 -7.200 0.315
O -0.572 9.109 -1.047 -0.626
H -0.733 9.847 -1.635 0.300
H -1.426 8.919 -0.660 0.323
O 1.381 4.882 -2.609 -0.634
H 0.956 5.181 -3.412 0.288
H 0.660 4.592 -2.049 0.344
O -3.139 -2.047 7.204 -0.640
H -3.760 -2.746 6.999 0.314
H -3.447 -1.296 6.696 0.326
O -0.887 4.622 -7.658 -0.618
H -1.696 4.138 -7.490 0.304
H -0.440 4.116 -8.336 0.313
O -4.218 8.529 0.465 -0.616
H -5.068 8.105 0.342 0.312
H -4.264 9.319 -0.074 0.308
O 1.736 2.811 4.123 -0.614
H 1.273 2.506 3.343 0.322
H 1.191 2.521 4.854 0.294
O -0.050 -6.864 -2.063 -0.613
H -0.878 -6.987 -2.528 0.318
H 0.414 -6.198 -2.571 0.304
O 3.412 -4.415 1.311 -0.600
H 2.989 -4.317 0.457 0.308
H 4.168 -4.977 1.141 0.300
O 0.664 -4.656 3.928 -0.656
H 1.417 -4.525 3.352 0.328
H 0.230 -3.803 3.953 0.322
O 2.804 -4.246 -3.445 -0.609
H 3.383 -4.983 -3.638 0.311
H 2.106 -4.313 -4.097 0.296
O -5.518 -2.793 -6.427 -0.648
H -4.786 -2.991 -7.012 0.310
H -5.111 -2.386 -5.662 0.340
O -9.403 -2.127 -2.876 -0.598
H -10.267 -2.503 -3.044 0.296
H -9.187 -1.653 -3.679 0.310
O -1.619 -7.116 2.134 -0.665
H -1.423 -6.989 1.206 0.311
H -0.962 -6.592 2.592 0.348
O -4.798 7.165 -6.563 -0.626
H -5.665 7.003 -6.190 0.321
H -4.593 6.368 -7.051 0.305
O -8.758 0.293 0.200 -0.611
H -9.438 -0.160 0.699 0.298
H -8.624 -0.254 -0.574 0.314
O -5.220 2.545 1.815 -0.709
H -5.811 1.939 1.368 0.319
H -4.344 2.273 1.540 0.351
```

The LUMO energy comes out at 0.0753 Ha. As for the net charge: -2. The total energy is -2648.77740 Eh. The calculation puts the HOMO-LUMO gap at 0.0574 hartree. Its energy relative to the best compared isomer or geometry (same formula, charge and spin) is 7.867 eV.

---

Molecular formula: C18H8BrCl5N2O4SV
Method: DFT, the ωB97M-V functional and the def2-TZVPD basis

XYZ file:
```
40
Properties=species:S:1:pos:R:3:mulliken_charge:R:1
V 0.157 -0.143 0.565 0.161
O -4.237 4.029 -0.028 -0.514
C -3.071 3.371 0.022 1.077
C -2.030 3.723 0.882 -0.631
C -0.872 2.970 0.872 -0.600
N -0.697 1.934 0.042 -0.514
C -1.718 1.618 -0.748 0.592
Br -1.404 0.023 -1.742 -0.216
C -2.923 2.261 -0.813 -0.550
H -4.247 4.758 0.604 0.308
H -2.131 4.557 1.565 0.328
H -0.057 3.177 1.555 0.490
H -3.724 1.941 -1.461 0.451
Cl 0.011 -3.990 0.810 -0.203
C 1.493 -3.232 0.337 0.817
C 1.497 -1.851 0.212 -1.290
C 2.692 -1.282 -0.166 1.522
Cl 2.648 0.473 -0.316 -0.266
C 3.863 -1.980 -0.421 -0.650
Cl 5.308 -1.180 -0.886 -0.199
C 3.820 -3.367 -0.284 0.800
Cl 5.230 -4.301 -0.587 -0.188
C 2.630 -3.998 0.095 -0.292
Cl 2.580 -5.709 0.257 -0.191
O 2.314 0.342 4.463 -0.653
S 1.060 0.879 4.040 1.049
O 0.962 2.301 3.829 -0.653
N 0.479 0.111 2.714 -0.338
C -0.723 -0.423 2.921 1.356
O -1.388 -0.840 1.940 -0.831
C -1.172 -0.381 4.328 0.181
C -2.317 -0.913 4.893 -0.564
C -2.521 -0.721 6.252 -0.549
C -1.605 -0.010 7.022 -0.453
C -0.457 0.529 6.451 -0.582
C -0.266 0.327 5.102 0.037
H -3.018 -1.465 4.282 0.522
H -3.403 -1.132 6.726 0.392
H -1.788 0.123 8.080 0.399
H 0.262 1.083 7.038 0.445
```

The LUMO energy (spin up / spin down) comes out at -0.0064 / -0.0061 Ha. As for the net charge: 0. The total energy is -7318.41557 Eh. The calculation puts the HOMO-LUMO gap (spin up / spin down) at 0.2857 / 0.3093 hartree. Its expectation value of S² is 3.760. Its energy relative to the best compared isomer or geometry (same formula, charge and spin) is 0.693 eV. Its spin multiplicity is 4.